Record 1
DFT (ωB97M-V/def2-TZVPD) results for the molecule C2H2N2OS at a distorted geometry.

Calculated values
SMILES string: Sc1cnno1
LUMO, eV: 0.41
Total energy, eV: -17967.14410
Strongest force on any atom, eV/A: 1.22

The geometry in XYZ format:
```
8
Properties=species:S:1:pos:R:3:forces:R:3
S -1.532317 -1.205596 0.071613 0.358 -0.402 -0.108
C -0.110726 -0.200765 -0.012911 0.126 0.102 0.141
C 1.221436 -0.415397 -0.207666 -0.960 0.748 0.084
N 1.801335 0.821079 -0.154574 0.311 0.329 0.037
N 0.970092 1.726578 0.062546 0.184 -0.468 -0.059
O -0.306457 1.102645 0.171226 -0.177 -0.231 -0.079
H -0.848776 -2.360090 -0.153309 -0.269 0.459 0.089
H 1.753240 -1.308169 -0.394645 0.428 -0.539 -0.104
```
Positions in Å, forces in eV/Å.

natural (NBO) atomic charge list, values in e, 2 entries:
1 S 0.095
2 C 0.141

Record 2
DFT (ωB97M-V/def2-TZVPD) results for C16H15BrIN2Re as an isolated structure.

Calculated values
LUMO (alpha / beta), eV: -10.99 / -12.37
Net charge: +3
Total energy, eV: -100060.03507
2S+1: 2
Strongest force on any atom, eV/A: 0.49

The geometry in XYZ format:
```
36
Properties=species:S:1:pos:R:3:forces:R:3
Re -0.518490 -0.278913 -0.069698 -0.419 -0.239 -0.067
C -1.646274 0.266999 1.777124 -0.031 -0.038 -0.109
C -0.944682 -0.972674 1.989903 0.195 -0.007 -0.141
C -1.508484 -1.949503 1.116064 0.012 0.061 -0.098
C -2.572357 -1.322869 0.407965 0.081 -0.221 -0.024
C -2.651638 0.028975 0.799462 0.130 0.184 0.058
H -1.523256 1.195162 2.311336 0.023 0.001 0.003
H -0.141844 -1.152020 2.690148 -0.030 0.026 0.050
H -1.231045 -2.990613 1.039983 0.064 -0.007 0.061
H -3.195072 -1.801078 -0.334658 -0.002 0.048 0.024
H -3.350200 0.762759 0.423052 -0.001 -0.015 -0.002
C 2.744470 2.860659 3.533186 0.005 -0.059 -0.068
C 2.609787 1.975665 2.327161 0.002 0.030 0.061
C 3.703858 1.622338 1.538967 0.038 -0.004 -0.038
C 3.551858 0.790911 0.429061 0.090 0.063 0.056
C 2.280938 0.372725 0.175286 -0.064 -0.196 -0.074
Br 1.789772 -0.875059 -1.204173 -0.001 0.000 0.294
N 1.189051 0.699251 0.869930 -0.120 -0.097 -0.132
C 1.363904 1.485289 1.950113 -0.064 0.137 -0.102
H 3.787093 2.966357 3.822838 -0.001 0.002 -0.002
H 2.193147 2.458515 4.382559 -0.017 0.006 -0.005
H 2.352590 3.855409 3.314523 0.002 0.011 0.011
H 4.691827 1.983823 1.798536 0.006 -0.012 -0.012
H 4.390628 0.482099 -0.180399 -0.002 0.002 0.003
H 0.486384 1.737900 2.525569 -0.025 0.018 -0.004
I -1.026990 1.748486 -1.910462 0.020 0.275 0.170
C -1.454486 -0.066711 -2.848884 0.026 -0.101 -0.015
C -1.847686 -0.270258 -4.146200 0.005 0.081 -0.010
C -1.996709 -1.595198 -4.550957 0.009 -0.081 0.021
C -1.724545 -2.628439 -3.657914 -0.014 0.018 -0.049
C -1.328227 -2.326895 -2.372739 -0.002 0.110 0.021
N -1.207313 -1.043632 -1.965016 0.096 0.003 0.132
H -2.030110 0.558556 -4.817450 -0.005 -0.015 -0.012
H -2.314839 -1.818265 -5.561974 -0.003 0.016 -0.005
H -1.818825 -3.663938 -3.956105 -0.004 0.004 -0.006
H -1.102236 -3.095813 -1.646135 -0.002 -0.005 0.009
```
Positions in Å, forces in eV/Å.

Löwdin atomic charge list, values in e, 2 entries:
1 Re 1.123
2 C -0.150

Record 3
DFT (ωB97M-V/def2-TZVPD) results for the molecule C5H8N2O at a distorted geometry.

Calculated values
SMILES string: CC1=NCC(=O)CN1
LUMO, eV: 0.69
Total energy, eV: -10338.53115
Strongest force on any atom, eV/A: 6.04

The geometry in XYZ format:
```
16
Properties=species:S:1:pos:R:3:forces:R:3
C -1.311136 2.197245 -0.987285 -1.583 2.492 -1.728
C -0.461950 1.010412 -0.524900 -3.223 0.565 -0.950
N 0.614788 0.809666 -1.230617 -1.649 -0.519 4.025
C 1.317255 -0.069190 -0.321407 3.378 -3.951 -3.070
C 0.657775 -1.224966 0.464635 2.645 0.768 -0.170
O 1.278671 -2.099872 0.965297 2.912 -2.259 0.083
C -0.654041 -1.155622 0.928629 -3.754 2.181 0.817
N -1.059505 0.297468 0.594792 3.048 -1.651 -1.017
H -1.005760 3.141311 -0.309838 -0.265 -1.916 -1.990
H -2.578742 2.310278 -0.897281 3.621 -1.209 -0.182
H -1.006454 2.283880 -2.240463 -0.939 0.310 4.036
H 1.759828 0.283671 0.544185 0.753 2.373 1.849
H 2.327011 -0.451358 -0.822991 -2.296 0.162 0.760
H -0.856381 -1.598411 1.995758 0.723 1.761 -1.664
H -1.052847 -1.966195 0.340405 -1.464 0.117 -0.881
H -1.990414 0.498590 0.760593 -1.907 0.777 0.081
```
Positions in Å, forces in eV/Å.

natural (NBO) atomic charge list, values in e, 2 entries:
1 C -0.695
2 C 0.426

Record 4
DFT (ωB97M-V/def2-TZVPD) results for an isolated ion of composition C4H8N2O2 and charge +1 at a distorted geometry.

Calculated values
LUMO (alpha / beta), eV: -9.21 / -8.35
Net charge: +1
Total energy, eV: -11337.51614
2S+1: 2
Strongest force on any atom, eV/A: 5.19

The geometry in XYZ format:
```
16
Properties=species:S:1:pos:R:3:forces:R:3
O -1.675238 0.728589 0.027198 4.718 -0.619 -2.060
C -0.417465 0.474795 -0.322365 -4.163 -0.338 0.575
C 0.203523 -0.931332 0.012338 -2.589 -2.236 3.224
C -0.790650 -1.954748 -0.625887 -0.437 -0.956 -0.363
N 1.536840 -1.034905 -0.156354 1.494 -0.449 -1.742
C 0.638030 1.343457 0.327594 0.927 4.522 2.378
N 0.128999 2.509088 0.938686 2.583 -0.595 -0.914
O 0.460056 1.262445 -1.092246 -1.705 -0.699 1.150
H -0.815592 2.535692 1.133819 -2.294 0.505 -0.192
H 0.018219 -1.174966 1.135482 0.073 1.142 -1.460
H -0.881558 -2.012257 -1.733517 0.257 0.302 0.795
H -1.774718 -1.853571 -0.139034 0.347 0.520 -0.449
H -0.446151 -2.906277 -0.209712 0.240 -0.085 -0.475
H 1.712679 -1.299312 -1.141601 0.335 0.036 0.265
H 0.638764 3.400530 0.937662 0.096 -0.891 0.492
H 1.464263 0.912770 0.907936 0.118 -0.160 -1.222
```
Positions in Å, forces in eV/Å.

natural (NBO) atomic charge list, values in e, 2 entries:
1 O -0.235
2 C 0.495